# C24H46FNO15S3

A cluster of 8 separate species, C24H46FNO15S3 in total (ωB97M-V/def2-TZVPD, OMol25).

The geometry in XYZ format:
```
90
Properties=species:S:1:pos:R:3:forces:R:3
N 0.582356 -0.970111 0.516711 5.6 -3.0 -2.9
H 0.066356 -1.758111 0.471711 -3.2 -3.0 -0.8
H 0.662356 -0.343111 -0.181289 -1.5 2.5 -4.8
H 1.573356 -1.214111 0.331711 0.1 0.0 2.0
H 0.296356 -0.399111 1.154711 -1.6 3.7 6.4
F -1.962644 -1.596111 1.672711 0.5 0.2 -0.4
C -1.064644 -0.194111 4.544711 2.8 1.0 -2.2
C -1.950644 0.971889 3.939711 -0.3 -3.7 2.4
C -3.394644 0.633889 3.547711 2.3 2.8 -2.0
O -4.085644 1.521889 4.355711 -7.5 -3.8 -6.2
C -3.463644 2.131889 5.168711 4.3 1.1 4.0
O -3.943644 2.671889 6.083711 -0.5 2.8 2.8
O -2.164644 1.870889 4.968711 2.4 2.2 1.8
H -1.658644 -0.731111 5.206711 -1.2 -1.2 1.0
H -0.205644 0.203889 5.191711 -1.3 0.0 -1.0
H -0.534644 -0.913111 3.776711 -1.6 1.4 1.2
H -1.609644 1.438889 3.115711 2.3 1.6 -2.6
H -3.674644 -0.309111 3.758711 -1.1 -3.3 0.2
H -3.474644 0.985889 2.505711 -0.7 -0.9 0.3
C -2.713644 1.566889 -0.975289 0.4 -5.0 6.2
C -3.926644 0.908889 -1.490289 0.0 0.8 0.3
C -4.563644 -0.114111 -0.556289 -0.5 -2.1 -0.2
O -5.813644 0.444889 -0.146289 0.4 0.1 1.5
C -6.018644 1.568889 -0.744289 -0.6 3.2 -3.2
O -7.017644 2.250889 -0.774289 1.4 -1.1 0.7
O -4.900644 1.926889 -1.612289 -2.7 -0.8 1.6
H -2.940644 2.076889 0.066711 0.3 -1.7 -1.4
H -2.205644 2.310889 -1.317289 2.2 4.7 -3.9
H -1.837644 0.775889 -0.877289 -1.9 1.2 0.4
H -3.738644 0.482889 -2.434289 0.1 -0.6 -1.3
H -3.974644 -0.562111 0.230711 0.5 1.1 1.0
H -4.954644 -1.054111 -0.941289 0.6 0.0 -1.4
C -2.593644 4.287889 1.747711 3.3 -1.6 0.1
C -1.016644 4.380889 1.448711 -3.1 -4.0 4.0
C -0.069644 4.381889 2.631711 -1.3 2.8 -2.9
O 1.006356 3.664889 2.218711 1.9 -2.2 -1.1
C 0.581356 2.821889 1.226711 3.1 -1.9 -2.3
O 1.252356 1.881889 0.720711 -2.3 2.9 2.5
O -0.551644 3.254889 0.705711 -0.6 -0.4 -0.1
H -2.681644 3.368889 2.335711 -0.7 -0.1 -0.6
H -3.077644 4.393889 0.817711 -0.7 -1.0 -1.3
H -3.067644 5.043889 2.287711 0.1 1.7 1.4
H -0.896644 5.202889 0.980711 1.2 5.4 -4.1
H -0.507644 3.989889 3.407711 -2.3 -2.8 4.5
H 0.053356 5.396889 2.910711 1.3 1.1 0.1
C 6.839356 1.332889 0.718711 -0.9 -2.5 -2.4
C 5.941356 1.338889 1.927711 1.4 -3.9 1.1
C 4.502356 1.438889 1.619711 -2.0 0.6 0.8
S 4.320356 0.979889 -0.127289 2.2 4.5 0.6
O 4.098356 2.234889 -0.796289 -0.2 -0.1 -0.7
O 3.437356 -0.093111 -0.294289 -1.9 -2.8 -0.4
C 6.051356 0.519889 -0.357289 -2.0 -1.5 0.2
H 7.614356 0.567889 0.702711 1.1 1.0 1.2
H 7.119356 2.293889 0.302711 0.2 0.1 0.2
H 6.411356 1.877889 2.666711 0.2 2.5 1.6
H 6.062356 0.348889 2.502711 0.0 0.7 -1.3
H 4.064356 2.434889 1.864711 0.3 -0.6 -1.0
H 3.861356 0.748889 2.197711 0.5 0.1 -0.2
H 6.391356 0.496889 -1.386289 -0.1 0.8 -0.2
H 5.874356 -0.590111 -0.184289 1.1 1.0 0.7
C -3.285644 -4.893111 -1.407289 1.7 2.4 -2.0
C -2.493644 -5.536111 -2.627289 -0.9 -0.5 3.0
C -1.741644 -4.370111 -3.169289 2.3 -0.1 -2.9
S -1.341644 -3.189111 -1.932289 0.2 -2.8 2.0
O -1.928644 -1.941111 -2.183289 -0.4 2.8 -1.3
O 0.044356 -3.360111 -1.562289 0.8 0.7 0.1
C -2.317644 -3.925111 -0.689289 -2.3 1.3 0.3
H -3.654644 -5.549111 -0.728289 -1.3 -2.2 1.8
H -4.098644 -4.230111 -1.776289 0.3 -0.7 0.0
H -3.166644 -5.979111 -3.273289 -1.9 0.0 -2.0
H -2.056644 -6.555111 -2.356289 1.0 1.9 0.3
H -2.159644 -3.737111 -3.966289 -0.9 -0.6 0.3
H -0.797644 -4.664111 -3.672289 -0.2 0.2 0.6
H -2.837644 -3.105111 -0.122289 0.2 -0.4 -0.8
H -1.716644 -4.246111 0.089711 1.4 -1.6 1.2
C 4.054356 -0.295111 -3.904289 -2.0 -5.1 1.1
C 4.255356 -1.755111 -3.124289 0.3 9.1 6.1
C 3.018356 -2.398111 -2.707289 -1.7 -2.4 2.5
S 1.734356 -1.513111 -3.476289 -1.8 0.3 -4.9
O 1.144356 -0.548111 -2.637289 -1.0 1.1 2.8
O 0.833356 -2.328111 -4.313289 1.4 0.5 1.4
C 2.766356 -0.486111 -4.576289 -1.4 -1.9 -2.9
H 4.790356 -0.154111 -4.573289 2.8 0.3 -2.2
H 3.912356 0.533889 -3.380289 0.1 3.3 3.3
H 5.096356 -1.546111 -2.376289 -1.5 -0.5 -0.3
H 4.702356 -2.257111 -3.758289 4.0 -5.1 -6.3
H 2.569356 -2.437111 -1.540289 1.9 -0.2 -3.2
H 3.161356 -3.376111 -3.252289 -1.4 0.4 1.4
H 2.252356 0.461889 -4.890289 0.1 -1.2 0.5
H 2.855356 -1.209111 -5.470289 0.0 1.3 0.9
```
Positions in Å, forces in eV/Å.

Calculated values
strongest force on any atom	0.2121	hartree/bohr
relative energy (zero: lowest compared OMol25 entry of this formula, charge and spin)	200.0	kJ/mol
E_tot	-93048.7848	eV
HOMO level	-8.67	eV
HOMO-LUMO gap	8.550	eV

---

# C24H46IN5O5PS

The ion C24H46IN5O5PS with charge +1 (ωB97M-V/def2-TZVPD, OMol25).

The geometry in XYZ format:
```
83
Properties=species:S:1:pos:R:3:forces:R:3
C -0.696857 -3.967027 3.486715 -0.5 -0.5 -0.1
C -1.185838 -2.649599 2.579442 1.0 -1.1 1.3
C 0.026422 -2.370035 1.512641 0.0 -0.2 -0.4
C -0.418852 -1.445334 0.207430 -0.5 0.2 -0.7
C -1.950773 -0.849062 0.310845 -0.7 -1.0 0.0
C 0.721304 -0.273860 -0.134132 2.7 -1.0 1.0
C 1.215464 0.722474 1.067802 -0.3 -0.4 1.6
C 0.106594 1.050322 2.223386 -0.1 1.2 0.9
C -0.956402 2.246850 1.857215 -1.0 -0.4 0.1
C -1.959126 2.568091 3.156767 -0.1 -1.2 -0.2
C -3.492144 1.973403 2.930575 -0.4 0.3 0.8
C -4.361181 2.800046 1.802371 -0.1 -0.1 0.5
C -4.698275 1.940318 0.446991 0.7 1.1 -1.2
S -5.787938 0.423204 0.751273 0.8 -1.2 -1.7
C -5.594843 -0.645219 -0.810067 0.3 -2.0 -7.2
N -5.869349 -0.279861 -2.263588 1.3 -3.2 3.7
N -5.634784 -1.377544 -3.119140 1.6 -2.8 4.3
C -5.151408 -2.599530 -2.343521 -2.5 8.2 0.7
O -5.144058 -2.041058 -0.953451 -0.1 0.0 -0.5
C 2.181894 -0.948701 -0.594047 1.6 -0.3 -0.3
P 2.185091 -2.353943 -1.884337 -0.8 -2.9 -2.0
N 1.148413 -2.149462 -3.110110 0.7 0.0 2.0
O 1.743318 -3.829554 -1.072149 0.1 2.1 -1.0
O 3.847138 -2.595383 -2.464160 -4.0 1.0 -0.1
C 2.984117 0.275306 -1.385736 0.3 -0.2 -1.2
C 4.161117 1.096128 -0.593277 0.0 0.7 0.1
C 5.012098 0.217205 0.497201 -1.4 1.0 1.1
O 5.429742 -1.116289 0.039787 2.4 2.5 -2.1
C 6.523756 -1.060663 -0.940459 1.2 -6.2 -3.8
C 7.519594 0.206943 -1.235307 0.3 -0.2 1.0
O 6.761644 -2.198175 -1.643213 -1.8 7.5 4.9
C 1.706120 1.155595 -2.010095 4.9 -0.7 0.8
I 2.017572 1.100088 -4.173925 -0.7 0.2 0.7
N 0.451884 0.576663 -1.393917 0.4 0.2 -1.0
N -0.410900 1.655274 -1.288634 -2.9 1.5 0.0
C -1.207938 1.904133 -2.549043 -1.6 2.0 -0.6
C -2.442984 2.950174 -2.126931 0.5 0.9 -0.7
H 0.085504 -4.639886 2.907710 -1.6 1.5 1.1
H -1.641313 -4.660014 3.683348 2.1 1.5 -0.2
H -0.228276 -3.661105 4.516332 -0.9 -0.5 -2.1
H -2.206794 -2.982438 2.089734 2.2 1.1 0.8
H -1.324599 -1.778365 3.383613 0.0 -1.7 -2.1
H 0.993795 -1.894194 2.005961 -2.2 -1.0 -0.7
H 0.366683 -3.439800 1.109676 -0.7 2.5 0.8
H -0.443496 -2.210690 -0.708974 0.2 2.0 1.7
H -2.681710 -1.782542 0.174442 1.6 2.1 0.3
H -2.239942 -0.091444 -0.532699 0.8 -1.4 1.5
H -2.224642 -0.375011 1.344474 0.7 -0.9 -2.0
H 2.113967 0.159790 1.616850 -2.0 1.3 -1.3
H 1.662045 1.750077 0.712857 -1.0 -2.1 0.3
H 0.718272 1.437013 3.173094 -1.2 -0.9 -2.0
H -0.518887 0.137057 2.600742 1.4 1.5 -1.0
H -0.385038 3.226390 1.536465 -1.1 -2.0 0.5
H -1.697847 1.853742 1.008074 1.9 1.1 1.6
H -1.491653 1.948733 4.057886 -1.1 1.7 -1.6
H -2.051571 3.718143 3.382473 0.4 -2.4 -0.3
H -4.072164 2.108339 3.964395 1.4 -0.4 -2.2
H -3.499488 0.808999 2.699617 0.1 2.5 0.4
H -5.384399 3.180454 2.280510 2.2 -0.9 -1.1
H -3.756911 3.784296 1.528264 -1.3 -2.1 0.2
H -5.297495 2.656686 -0.275737 1.3 -1.6 1.3
H -3.732993 1.535390 -0.097259 -1.9 1.0 1.2
H -4.866261 -3.675995 -2.712449 -0.7 2.5 1.4
H 2.769521 -1.458087 0.311779 -1.3 1.5 -1.8
H 0.422821 -2.898455 -3.147953 1.0 0.8 -0.1
H 0.839245 -4.126402 -1.391772 1.7 0.6 0.3
H 3.740804 -2.535403 -3.478830 0.1 -0.2 2.1
H 3.541552 -0.005926 -2.403351 -1.2 -0.4 2.7
H 4.908719 1.544937 -1.408344 -1.8 -1.0 1.8
H 3.703463 2.023967 -0.004456 1.0 -1.9 -1.1
H 5.876731 0.894427 0.910631 -1.5 -1.5 -1.0
H 4.281207 0.033009 1.423160 1.7 0.2 -2.0
H 7.010618 1.075553 -1.876421 1.1 -2.1 1.5
H 8.480383 -0.239032 -1.774105 -2.5 0.9 1.0
H 7.923148 0.613593 -0.187928 -1.1 -0.6 -2.3
H 2.050435 2.245664 -1.734530 -2.0 -1.9 -0.2
H -0.076723 -0.085916 -2.009327 1.1 0.2 -0.2
H 0.048574 2.514271 -0.915282 -0.4 -1.2 -0.6
H -1.728711 0.946553 -2.989468 1.5 1.6 1.1
H -0.607654 2.485658 -3.395527 -1.1 -1.7 1.7
H -3.477324 2.609748 -2.571909 2.1 0.5 1.2
H -2.468220 3.123253 -0.969048 -0.1 -0.6 -2.2
H -2.212985 4.013018 -2.617919 -0.5 -2.3 1.1
```
Positions in Å, forces in eV/Å.

Calculated values
strongest force on any atom	0.1773	hartree/bohr
structure (SMILES)	CCC[C@@H](C)[C@@]1(CCCCCCCSc2nnco2)[C@@H](P(=N)(O)O)[C@H](CCOC(C)=O)[C@@H](I)[N@@H+]1NCC
net charge	+1
E_tot	-71523.8482	eV
HOMO level	-11.18	eV
HOMO-LUMO gap	8.017	eV

---

Number 2 is which compound? C24H46IN5O5PS